DFT (wB97M-V/def2-TZVPD) results for 3 unconnected molecules or ions with the total composition C22H47FN4O2 at a distorted geometry.

Calculated values
Kohn-Sham gap in eV: 8.139
F_max in Eh/bohr: 0.095
Total energy in eV: -36346.3094
SMILES: NCCCC[C@H]1C(=O)NC[C@@H]1CC(=O)F.CCN(CC)CC.CCN(CC)CC

Atoms and positions in Å:
N  0.58373  -1.15803  2.69007
C  1.12901  -0.09435  1.78856
C  0.70846  -0.24162  0.24122
C  -0.73053  -0.98438  0.04146
C  -1.84093  0.11656  0.42504
C  -3.34902  -0.44184  0.46032
C  -3.60647  -2.03174  0.60047
O  -3.12107  -2.99908  -0.02210
N  -4.59641  -2.28785  1.70146
C  -5.23061  -0.93555  1.98634
C  -3.93742  0.00687  1.88272
C  -4.01796  1.55174  2.29094
C  -4.29439  2.56153  1.09583
O  -3.63600  2.69504  0.06117
F  -5.41409  3.45719  1.26898
H  0.13363  -0.68382  3.49568
H  1.34863  -1.75453  3.05926
H  2.27227  -0.03168  1.89835
H  0.70249  0.91870  2.14104
H  0.52594  0.83604  -0.14067
H  1.51141  -0.69083  -0.43165
H  -0.82223  -1.93479  0.66785
H  -0.78717  -1.29228  -1.07133
H  -1.77435  0.92825  -0.39337
H  -1.57562  0.58541  1.43872
H  -3.87923  -0.14459  -0.50514
H  -4.17774  -2.55007  2.60788
H  -5.90380  -0.63053  1.10811
H  -5.68495  -0.98788  3.03116
H  -3.18538  -0.49174  2.61011
H  -3.04848  1.85066  2.82866
H  -4.85961  1.64392  3.07517
C  -2.23279  -2.39551  -7.18256
C  -2.27951  -1.20777  -6.22800
N  -3.48920  -1.15612  -5.41424
C  -3.66439  0.11688  -4.71934
C  -2.63011  0.49465  -3.65929
C  -3.78400  -2.34419  -4.61847
C  -2.73187  -2.80789  -3.61699
H  -3.11777  -2.42296  -7.82359
H  -1.35349  -2.31740  -7.82781
H  -2.15912  -3.34626  -6.64833
H  -2.23312  -0.30313  -6.84493
H  -1.37262  -1.21279  -5.61052
H  -4.66100  0.14586  -4.26476
H  -3.68001  0.91305  -5.47321
H  -2.76162  -0.08268  -2.74245
H  -2.74984  1.54842  -3.38878
H  -1.60454  0.36499  -4.01136
H  -3.98579  -3.17335  -5.30678
H  -4.73515  -2.20198  -4.09303
H  -1.71994  -2.79320  -4.02968
H  -2.94203  -3.83641  -3.31082
H  -2.74433  -2.20150  -2.70964
C  5.89402  2.71113  0.82718
C  5.44919  2.56644  2.27815
N  5.44531  1.18779  2.75621
C  4.75442  1.02117  4.03230
C  5.35112  1.71234  5.25729
C  6.70238  0.45629  2.62859
C  7.93753  1.03774  3.30924
H  5.29064  2.08570  0.16411
H  5.77765  3.74981  0.50627
H  6.94632  2.44700  0.69418
H  4.42845  2.96099  2.33769
H  6.07263  3.21417  2.90686
H  4.64749  -0.04774  4.24897
H  3.72646  1.38327  3.90892
H  6.24421  1.19891  5.61576
H  4.62677  1.69528  6.07734
H  5.60024  2.75823  5.06674
H  6.92441  0.34632  1.56077
H  6.55906  -0.57356  2.97455
H  8.03698  2.11486  3.15514
H  8.83775  0.56766  2.90311
H  7.93707  0.84074  4.38284

Atom charges from the Mulliken analysis, given in e for atoms 1 to 8:
1 N -0.4923
2 C -0.3073
3 C -0.8465
4 C -0.0524
5 C -0.5588
6 C 0.5868
7 C 0.0605
8 O -0.5072